Density functional theory data (the ωB97M-V functional and the def2-TZVPD basis) for C5H8O2 in the gas phase.

Geometry as XYZ:
```
15
Properties=species:S:1:pos:R:3
O -1.2659 -2.1398 -0.1658
C -1.0976 -0.9655 0.0289
C -1.9327 0.2902 -0.2257
C -0.5833 1.0469 -0.3158
C 0.1187 -0.1231 0.4180
C 1.5146 -0.5507 0.0349
O 2.3992 0.4069 0.5889
H -2.6078 0.2851 -1.0846
H -2.4922 0.5667 0.6753
H -0.5223 2.0293 0.1531
H -0.2370 1.1151 -1.3528
H 0.0900 0.0470 1.5028
H 1.7093 -1.5605 0.4257
H 1.6042 -0.5925 -1.0625
H 3.3028 0.1448 0.3797
```

For the largest force on an atom, the calculation gives 0.58 eV/A. Its structure (SMILES) is O=C1CC[C@@H]1CO. The value obtained for the orbital gap is 10.41 eV. The energy relative to the best compared isomer or geometry (same formula, charge and spin) comes out at 115.29 kJ/mol. The calculation puts the energy at -9408.6373 eV.

These are the Mulliken partial charges, in e, on atoms 1 to 8:
1. O -0.57
2. C 0.31
3. C -0.41
4. C -0.73
5. C 0.23
6. C -0.64
7. O -0.51
8. H 0.32